Entry from the OMol25 dataset: C22H37GeN3O5RuSSeSi as an isolated structure (wB97M-V/def2-TZVPD).

Geometry (Å):
Ru 0.282 -0.089 0.106
O -1.733 2.887 2.606
C -1.329 2.420 1.436
O -0.152 2.220 1.184
C -2.472 2.365 0.428
O -2.438 1.270 -0.462
C -3.055 0.060 0.011
C -1.994 -0.655 0.830
O -1.561 0.027 1.796
O -1.479 -1.741 0.442
H -0.966 2.927 3.197
H -3.421 2.412 0.964
H -2.363 3.261 -0.187
H -3.931 0.288 0.620
H -3.338 -0.512 -0.868
C 4.131 -0.530 4.425
Si 4.007 -2.143 3.516
C 2.651 -3.215 4.183
C 5.635 -3.038 3.578
C 3.644 -1.815 1.678
C 4.427 -2.364 0.676
C 4.105 -2.209 -0.680
C 2.991 -1.488 -1.012
N 2.229 -0.907 -0.068
C 2.540 -1.079 1.218
S 1.309 -0.309 2.136
H 4.549 -0.703 5.420
H 3.157 -0.054 4.554
H 4.786 0.173 3.903
H 2.844 -3.461 5.230
H 2.584 -4.151 3.625
H 1.680 -2.717 4.131
H 5.911 -3.219 4.620
H 6.441 -2.457 3.122
H 5.587 -4.011 3.081
H 5.302 -2.947 0.942
H 4.715 -2.647 -1.458
H 2.687 -1.350 -2.035
C 2.143 -0.670 -4.481
Ge 3.044 0.981 -3.985
C 3.555 1.986 -5.563
C 4.616 0.697 -2.878
C 1.740 2.177 -3.101
Se 0.905 2.023 -1.338
C 2.491 2.489 -0.313
H 2.842 -1.357 -4.960
H 1.339 -0.455 -5.188
H 1.707 -1.165 -3.618
H 4.233 1.406 -6.190
H 4.065 2.906 -5.271
H 2.680 2.251 -6.157
H 5.294 0.008 -3.387
H 4.386 0.280 -1.902
H 5.143 1.642 -2.737
H 0.885 2.266 -3.775
H 2.193 3.168 -3.028
H 3.312 1.859 -0.638
H 2.266 2.313 0.734
H 2.718 3.538 -0.486
N -1.724 -3.748 -4.408
C -1.178 -2.920 -3.495
C -0.309 -3.394 -2.501
C 0.243 -2.516 -1.609
N 0.035 -1.186 -1.652
C -0.837 -0.737 -2.579
C -1.446 -1.541 -3.502
H -1.595 -4.741 -4.341
H -2.408 -3.413 -5.062
H -0.088 -4.450 -2.417
H 0.884 -2.876 -0.819
H -1.043 0.326 -2.571
H -2.125 -1.110 -4.226

Calculated values
* molar mass: 736.35 g mol⁻¹
* multiplicity: 2
* energy above the lowest of the compared OMol25 structures with the same formula, charge and spin: 69.4 kcal/mol
* net charge: +1
* E_tot: -6661.703443 Ha
* <S²>: 0.76
* strongest force on any atom: 2.93 eV Å⁻¹
* E_HOMO (alpha / beta): -10.676 / -10.694 eV
* LUMO (alpha / beta): -3.730 / -3.702 eV

Charges per atom according to Löwdin partitioning, unit e:
1 Ru 1.036
2 O 0.163
3 C -0.511
4 O -0.122
5 C -0.099
6 O -0.158
7 C -0.083
8 C -0.673
9 O -0.080
10 O -0.036
11 H 0.150
12 H 0.143
13 H 0.149
14 H 0.139
15 H 0.127
16 C -0.177
17 Si 0.493
18 C -0.170
19 C -0.182
20 C -0.211
21 C -0.045
22 C -0.038
23 C -0.163
24 N -0.113
25 C -0.687
26 S 0.788
27 H 0.040
28 H 0.017
29 H 0.040
30 H 0.042
31 H 0.040
32 H 0.023
33 H 0.042
34 H 0.042
35 H 0.039
36 H 0.102
37 H 0.118
38 H 0.075
39 C -0.204
40 Ge 0.760
41 C -0.211
42 C -0.208
43 C -0.544
44 Se 1.008
45 C -0.320
46 H 0.036
47 H 0.032
48 H -0.028
49 H 0.029
50 H 0.029
51 H 0.028
52 H 0.035
53 H -0.019
54 H 0.034
55 H 0.016
56 H 0.025
57 H 0.014
58 H 0.008
59 H 0.043
60 N 0.158
61 C -0.292
62 C 0.021
63 C -0.136
64 N -0.122
65 C -0.150
66 C 0.006
67 H 0.115
68 H 0.115
69 H 0.125
70 H 0.121
71 H 0.091
72 H 0.124